A molecular structure, C32H43Cl2LiN2O6S4Si in a non-equilibrium geometry, computed with ωB97M-V with the def2-TZVPD basis set.

Orbital gap in eV: 5.211
Charge: -2

The geometry in XYZ format:
```
91
C32H43Cl2LiN2O6S4Si ωB97M-V with the def2-TZVPD basis set
H 0.36 18.74 15.43
C -5.22 10.47 12.02
H -0.52 19.91 16.41
H -4.62 10.02 15.37
O -7.45 14.72 14.86
O -6.09 17.11 14.22
N -4.12 16.85 12.05
H -5.30 9.39 17.82
O -4.05 14.08 15.12
H -3.00 18.73 15.86
H -2.95 18.04 14.29
H 1.36 14.06 15.13
C 0.23 12.24 14.70
H 1.84 22.13 12.49
S -2.20 18.95 10.49
H 0.57 20.43 9.22
C -4.50 10.66 16.22
H 1.79 21.80 9.04
C -2.04 12.86 14.81
H 0.37 20.56 15.04
S -3.95 12.80 17.66
Cl -11.33 19.34 13.08
H -3.31 15.03 11.89
C 1.40 22.74 11.68
C -4.08 12.13 13.48
H -6.07 9.90 11.57
C -8.46 15.42 14.62
C 1.12 17.26 10.62
C -7.23 17.51 13.93
C -0.19 19.69 15.39
O 0.71 18.53 11.14
Li -5.50 14.98 14.41
H -2.23 12.03 12.30
H -0.76 16.16 10.35
C -9.76 17.25 13.85
H 0.84 23.49 12.22
C 0.46 21.83 10.83
H 0.61 15.23 10.74
C 2.49 16.99 11.26
H -4.41 17.53 12.77
H 1.14 11.61 14.51
H -3.44 10.15 10.81
C -4.90 10.37 17.55
C -0.70 22.63 10.26
H 2.16 23.26 11.15
C -8.48 16.77 14.12
H 0.35 17.72 8.71
H -1.74 17.49 15.42
H -3.37 17.30 11.45
H -1.48 22.97 10.96
H -8.72 20.31 12.72
N -3.67 15.63 12.61
C 0.35 13.57 15.04
C -3.91 10.73 11.61
H -4.86 11.37 19.52
S -5.67 11.43 13.41
C -1.14 11.78 14.69
C -2.14 20.68 14.01
C 1.28 17.37 9.12
H -1.29 21.92 9.70
H -3.14 15.58 13.54
H 1.97 20.54 10.28
C -4.69 11.41 18.47
C -3.28 11.72 12.40
C -1.40 19.42 14.49
Cl -6.10 19.82 12.84
C -3.59 12.80 14.80
H 2.35 16.73 12.34
O -0.81 18.80 13.31
H 3.17 17.84 11.13
S -1.22 14.35 15.10
H -2.56 21.38 14.78
H -0.05 16.15 12.01
C 1.24 21.15 9.71
H -1.45 10.76 14.56
H -1.46 21.34 13.42
H -10.58 16.55 13.82
C -9.85 18.55 13.38
H 2.95 16.12 10.80
C 0.16 16.16 10.91
C -8.70 19.27 13.08
H 2.01 18.17 8.86
C -2.28 18.36 15.12
C -3.97 11.94 16.09
O -0.12 20.91 11.81
H -0.38 23.48 9.68
H -9.50 15.04 14.80
C -7.44 18.77 13.27
H 1.56 16.38 8.73
H -2.94 20.36 13.30
Si -0.54 19.32 11.79
```


A molecular structure, C32H43ClIN8O4P2S2V in a non-equilibrium geometry, computed with ωB97M-V with the def2-TZVPD basis set.

Orbital gap (spin up / spin down) in eV: 3.605 / 1.714
Charge: -1
Multiplicity: 4

The geometry in XYZ format:
```
94
C32H43ClIN8O4P2S2V ωB97M-V with the def2-TZVPD basis set
O 1.69 -0.92 -2.75
C 0.82 -5.31 0.68
H 3.61 2.74 -2.95
H 0.31 2.10 5.20
C 2.71 2.64 -0.12
P 1.67 0.32 -3.56
H 3.52 -3.24 -1.07
N -0.66 -3.61 -0.14
S 3.08 -1.21 0.37
H -0.12 0.59 -6.66
H -3.83 -0.30 -3.32
C -2.68 2.30 6.73
H -2.42 2.16 -3.14
C 0.56 -4.07 0.13
H -2.87 3.27 -0.40
N 1.60 -3.32 -0.36
C -3.58 -0.88 -2.45
H 5.09 0.59 -3.68
C -3.33 0.35 3.52
P 0.34 1.83 -1.26
O 1.10 1.61 -2.68
H 2.67 1.58 0.13
H -2.35 3.82 -2.64
C 1.70 -1.36 2.84
H 4.33 -0.23 3.20
N -1.17 2.53 -1.40
N 3.10 0.93 -4.12
C -4.28 -2.46 -0.75
C 2.91 -1.47 2.11
C -4.60 0.85 6.10
H 5.08 -1.73 2.49
S 0.13 -1.26 2.08
H 3.99 -0.79 -3.34
H 1.20 1.61 -6.18
C 2.80 -3.88 -0.55
C -2.28 -0.93 -1.93
H -0.87 3.36 7.11
H 2.95 3.27 0.75
C -0.74 2.04 5.38
H 4.29 2.62 -4.59
C -4.57 -1.70 -1.90
H 4.07 -1.86 3.86
C -1.36 2.62 6.52
H 3.90 -5.75 -0.68
C 3.05 -5.25 -0.28
H -2.61 1.53 -0.08
H 0.09 4.76 -0.66
H -0.19 -1.62 -3.84
C 1.65 -1.38 4.38
O 0.40 0.64 -0.41
N -0.65 -2.43 -0.85
H -5.04 -3.16 -0.27
C -3.34 1.43 5.79
C 4.25 0.02 -4.07
Cl -5.33 0.96 7.65
H -5.53 -1.76 -2.39
H 1.37 4.75 -1.87
H 1.82 5.00 -0.12
H 0.81 -0.83 4.73
N 1.38 3.01 -0.59
I -5.41 -1.61 2.62
V 0.87 -1.37 0.04
C 0.25 1.18 -5.82
C -5.29 0.12 5.06
C -0.36 -0.99 -4.74
C -1.94 -1.96 -0.98
H 3.51 2.86 -0.91
H 2.54 -0.83 4.79
H -0.07 -1.56 -5.62
H -2.72 -3.00 0.69
C -2.65 1.20 4.51
H 1.77 -2.42 4.77
H -1.40 -0.76 -4.70
H 2.36 -6.84 0.93
H -0.47 1.94 -5.49
H 2.51 2.85 -4.45
C -3.03 -2.42 -0.18
N 0.50 0.20 -4.72
H -0.84 3.10 -3.41
C 4.16 -1.30 2.93
H -1.51 -0.22 -2.25
C 1.14 4.43 -0.82
C -2.07 2.53 -0.25
C 2.10 -5.88 0.52
H 4.52 -0.44 -5.04
C -1.72 2.93 -2.75
H -6.31 -0.17 5.24
H -1.57 2.77 0.64
C -4.63 -0.26 3.93
H -3.18 2.70 7.62
O -2.86 0.09 2.38
C 3.40 2.36 -4.03
H 0.14 -5.70 1.34
N -1.32 1.31 4.45
```


A molecular structure, C32H43IrN5SbSe in a non-equilibrium geometry, computed with ωB97M-V with the def2-TZVPD basis set.

Orbital gap (spin up / spin down) in eV: 4.496 / 4.490
Charge: +2

The geometry in XYZ format:
```
83
C32H43IrN5SbSe ωB97M-V with the def2-TZVPD basis set
H 0.98 -3.50 1.39
C 2.84 1.55 2.68
H 1.83 1.13 -2.49
H -4.16 1.30 1.70
C -3.27 -1.68 0.16
H -4.23 -1.53 -0.30
Sb 1.00 -1.19 -1.11
H -2.69 4.62 1.38
H -3.11 3.36 2.53
H -0.85 3.83 3.22
H -0.82 1.77 4.52
H 1.31 -1.81 1.74
C 0.06 -0.84 -3.04
C 3.27 -4.74 -2.30
C 0.37 0.26 -3.84
H 2.68 -0.37 3.67
N 4.17 2.35 4.97
H -4.46 1.08 0.12
C -0.82 -1.55 0.05
H -0.12 0.23 2.84
H -2.23 -2.40 -5.00
C -1.52 -1.65 -4.67
Se 1.84 1.07 1.12
H -1.28 1.58 -2.11
H 4.92 -2.71 -2.21
H 4.26 -4.93 -2.67
N -3.81 1.51 0.77
N -0.87 1.85 -1.22
C -2.75 3.54 1.52
C -3.79 2.96 0.57
C -3.17 -2.37 1.35
H -0.67 4.74 0.54
N -1.41 2.92 1.37
H 0.50 -2.83 2.94
H -1.76 -0.41 -6.41
C -0.86 -1.80 -3.46
H -1.59 -0.28 3.33
H 4.40 4.19 4.10
C 2.91 -3.43 -1.96
C 2.37 -5.78 -2.15
H 3.87 -1.59 -1.35
C 3.34 2.85 2.79
C 0.59 -2.61 1.88
H -1.86 -3.18 2.84
H 0.46 3.38 0.57
H -0.28 -4.07 -0.94
H -4.07 -2.72 1.85
H 2.25 1.21 -4.19
N -1.11 0.48 2.85
C -1.31 1.76 3.55
C 3.72 1.10 4.85
C -0.58 3.66 0.40
H -1.05 -2.69 -2.87
C -0.92 3.31 -1.04
H -4.76 3.43 0.77
H -2.38 1.88 3.72
C 3.04 0.66 3.73
H -0.21 3.82 -1.69
C -0.74 -2.24 1.28
C 0.72 -4.26 -1.33
C -1.92 -2.63 1.91
H 1.03 2.29 -3.57
Ir -1.60 0.73 0.63
C -2.10 -1.24 -0.49
H 3.71 -1.79 -3.10
H -0.06 1.23 -5.70
C -1.25 -0.54 -5.47
H -2.17 -0.88 -1.51
C 4.00 3.20 3.97
H 3.24 3.56 1.98
H 2.67 -6.79 -2.41
H 0.11 1.56 -1.26
H -1.91 3.67 -1.31
C 3.91 -2.32 -2.16
C -0.30 0.39 -5.06
H -3.54 3.15 -0.47
C -0.75 2.88 2.70
C 1.09 -5.55 -1.67
C 1.62 -3.21 -1.48
C 1.42 1.28 -3.49
H 0.32 2.69 2.54
H 0.39 -6.36 -1.55
H 3.91 0.45 5.69
```


A molecular structure, C32H44AlClF7N2O22S2, computed with ωB97M-V with the def2-TZVPD basis set.

Orbital gap in eV: 5.908
Charge: -1

The geometry in XYZ format:
```
111
C32H44AlClF7N2O22S2 ωB97M-V with the def2-TZVPD basis set
O -1.71 8.20 -1.85
F 4.52 4.91 -4.42
C 6.16 -4.74 -5.67
H -3.49 -4.81 0.88
C 8.56 -2.15 0.58
O -9.84 0.26 1.71
C -1.67 7.17 -2.83
O 1.56 6.26 -3.32
H -0.06 -0.93 0.34
H -8.78 1.82 3.83
C 1.28 0.53 1.14
H -2.64 1.63 3.95
H -10.90 1.67 2.68
O 2.43 -2.83 0.09
C -2.95 6.40 -2.54
Al -1.39 1.91 2.91
F -2.80 5.07 -2.75
H 1.29 0.90 2.17
H 5.33 -3.59 -7.28
F 5.41 -2.36 1.74
C -8.60 0.05 1.05
O 4.16 -7.13 1.64
F -4.01 -4.12 -1.42
C 3.76 -5.50 3.22
H 3.82 -7.61 3.63
O 4.17 -3.59 -5.57
C 3.08 -4.26 -1.57
C 3.62 -3.32 -0.53
H 6.82 -3.67 2.19
H 2.90 -3.82 -2.55
C 7.55 -1.61 2.53
C -7.44 0.53 1.89
C -2.92 3.11 0.62
H -7.47 0.02 2.87
H 2.24 4.33 -3.64
N 0.18 2.32 3.87
H -0.99 -0.61 2.55
H 2.37 -7.13 2.68
H -8.60 0.60 0.09
H 4.41 -5.10 -6.96
H -0.43 0.71 -0.15
O 5.03 -5.33 2.61
Cl 1.97 1.88 0.15
O 8.79 -1.65 1.82
H -2.24 4.29 2.30
H -0.97 3.82 1.20
H 3.07 -4.75 2.83
H -6.49 0.29 1.41
H -2.45 2.52 -0.17
H 4.41 6.44 -3.15
C -1.17 0.21 1.84
C 4.98 -4.29 -6.52
H 0.05 3.13 4.47
H 7.09 -0.63 2.41
C 1.44 -3.72 -0.13
H -2.64 -2.69 -1.14
C 3.76 5.85 -3.80
O 6.18 -3.76 -4.65
C -0.13 0.11 0.71
H -8.98 3.30 2.88
O -4.48 -1.17 1.86
H 2.67 5.05 -2.06
C 2.55 5.24 -3.12
O 6.02 -6.18 0.77
H -1.82 -4.18 0.64
C -3.39 -3.25 -0.58
H -1.60 7.61 -3.82
O -3.10 -2.94 1.67
H -3.88 1.76 2.05
O 9.35 -2.19 -0.30
H 2.00 -0.28 1.03
S -6.07 2.36 4.27
H 4.20 -3.87 0.21
H -4.56 1.65 0.41
O -4.35 -2.35 -0.07
C 6.73 -2.66 1.80
O -3.15 6.65 -1.17
O 0.36 -3.69 0.37
C -10.01 1.63 2.05
C 3.43 -6.94 2.86
C 5.16 -6.22 1.58
C -8.83 2.22 2.81
O -2.68 8.40 0.18
H 7.72 -1.83 3.58
O 1.85 -4.67 -1.01
C -4.03 -2.07 1.24
S -5.43 3.55 1.60
F 7.32 -4.70 -6.35
C -6.43 2.55 2.71
H -8.53 -1.02 0.84
C -2.88 -3.93 0.67
H -2.15 -0.01 1.39
H 4.21 -2.50 -0.93
C -1.88 3.45 1.70
H 6.06 -5.72 -5.21
C 4.94 -3.21 -4.53
C -4.14 2.33 1.15
H -0.81 6.52 -2.65
O 1.24 7.84 -4.89
O 7.28 -2.62 0.50
F 3.87 -5.36 -1.74
H -10.21 2.21 1.14
N -7.59 1.98 2.07
H 0.47 1.58 4.50
H -3.30 4.02 0.13
O 3.18 6.69 -4.78
C 1.92 7.01 -4.38
C -2.52 7.81 -0.84
F 3.89 -5.32 4.55
H -3.82 6.74 -3.10
O 4.59 -2.53 -3.64
```


One value per record, in order, for relative energy (zero: lowest compared OMol25 entry of this formula, charge and spin): 0.245, 5.674, 4.763, 0.000 eV.